# 1
14
Properties=species:S:1:pos:R:3:forces:R:3 method="wB97M-V/def2-TZVPD" smiles="O=CC1OCOCO1" e_homo_ha=-0.35188 e_lumo_ev=0.77 homo_lumo_gap_ha=0.380 relative_energy_ev=5.486
O -2.2549 -0.0809 -0.4357 -1.989 1.394 0.209
C -1.2536 -0.7000 -0.4996 -0.806 -1.759 -1.402
C -0.4000 -0.9214 0.6923 -2.741 0.699 0.486
O 0.8024 -1.4214 0.2614 0.551 -0.337 0.529
C 1.3782 -0.3757 -0.3474 7.490 5.185 -4.557
O 0.6845 0.8980 -0.6331 -0.403 -2.167 -1.284
C -0.1536 1.3832 0.2987 3.526 -1.166 5.440
O -0.3463 0.2907 1.3349 0.257 2.146 -0.784
H -1.0539 -1.2141 -1.4359 0.803 -0.422 -0.432
H -1.0231 -1.5075 1.3619 0.823 -1.131 0.115
H 2.4433 0.1549 0.1119 -2.791 -2.376 -0.108
H 1.8210 -0.4472 -1.5541 -1.541 -1.151 3.386
H 0.3061 2.1187 0.9638 0.342 0.250 -0.149
H -0.9501 1.8226 -0.1193 -3.520 0.836 -1.449

=====

# 2
60
Properties=species:S:1:pos:R:3:forces:R:3 method="wB97M-V/def2-TZVPD" e_homo_ha=-0.43987 e_lumo_ev=-2.46 charge=+1 homo_lumo_gap_ha=0.349
C 0.1282 3.1128 -4.4984 -0.216 -0.310 -0.786
C -1.0890 3.0831 -3.3856 -0.834 1.212 -1.896
O -0.6603 2.7404 -2.0211 1.237 -2.833 -1.548
P -0.1052 1.1003 -1.8817 -2.444 -2.290 4.689
O -0.7655 0.4963 -0.5404 2.526 2.249 -4.690
C -0.7128 -0.0625 -3.3060 1.027 -0.671 -0.831
C 0.4524 -1.2427 -3.4798 0.384 -0.228 -0.407
C 0.0984 -2.2933 -4.7303 -1.125 0.091 1.901
N 1.3456 -2.5799 -5.5595 -0.946 0.867 -1.301
S 1.7325 -1.2107 -6.6187 -3.243 2.987 -5.153
O 0.7555 -0.0114 -6.4494 4.132 -4.193 0.978
O 1.6846 -1.6054 -8.1274 1.468 0.499 6.207
F 3.3446 -0.7260 -6.1465 -3.646 -1.360 -0.746
O 1.6129 0.8877 -1.7749 -3.030 2.634 -0.416
C 2.3372 2.1336 -1.4987 3.278 0.837 0.182
C 3.8699 1.9122 -2.1323 -1.155 -0.037 -0.978
H -0.0786 2.3081 -5.3554 0.475 1.871 1.834
H 1.1861 2.8517 -4.0686 -2.089 0.522 -0.582
H 0.1893 4.1861 -4.9987 -0.106 -2.366 1.097
H -1.9899 2.3819 -3.7359 2.121 1.364 0.833
H -1.5543 4.1824 -3.3908 1.110 -2.498 0.590
H -1.7276 -0.5606 -2.9604 2.154 1.324 -0.558
H -0.8183 0.4759 -4.3395 0.161 -1.030 2.027
H 1.5127 -0.7877 -3.7699 -2.420 -0.704 0.874
H 0.5812 -1.8415 -2.4552 -0.310 1.345 -2.367
H -0.8215 -1.9399 -5.3624 1.901 -0.463 1.088
H -0.2142 -3.3188 -4.2229 0.876 1.984 -1.332
H 1.0702 -3.3386 -6.2505 0.791 1.187 0.733
H 2.5296 2.3138 -0.3345 -1.081 -0.413 -2.484
H 1.9221 3.0885 -2.0308 0.293 -2.039 1.266
H 4.6651 1.6429 -1.3139 -1.586 0.592 -1.785
H 4.1316 2.8826 -2.7563 -0.185 -1.990 1.568
H 3.7502 1.0464 -2.9432 0.492 1.758 1.901
C -0.3395 0.9982 2.3743 -0.210 0.121 0.026
C 0.5186 -0.1343 2.9092 -0.063 0.187 -0.023
C -0.2224 -1.2744 3.6113 0.516 0.206 0.085
N -0.8781 -0.9351 4.9702 -0.025 -0.213 0.366
C -0.0767 0.0765 5.7783 -0.273 -0.432 -0.373
C -2.3343 -0.4482 4.7983 0.181 -0.057 -0.288
C -3.1813 -1.6827 5.0275 -0.272 0.017 -0.258
C -2.4709 -2.3726 6.1664 -0.066 -0.241 0.474
C -1.0046 -2.2534 5.8018 0.069 0.143 -0.123
H -0.8801 1.5191 3.1668 0.006 0.089 0.082
H 0.2983 1.7367 1.8754 -0.246 -0.186 0.021
H -1.0606 0.6292 1.6389 0.184 0.173 0.057
H 1.3059 0.2720 3.5537 -0.053 -0.206 0.033
H 1.0472 -0.5732 2.0522 -0.165 -0.154 0.223
H 0.5150 -2.0586 3.8123 -0.243 0.079 0.151
H -1.0035 -1.7000 2.9701 0.034 0.132 0.246
H -0.1197 1.0461 5.2803 0.073 -0.185 0.025
H 0.9523 -0.2855 5.8577 -0.207 0.141 -0.024
H -0.5261 0.1582 6.7749 0.070 -0.115 -0.296
H -2.5312 0.3066 5.5648 0.160 -0.090 -0.117
H -2.4710 -0.0129 3.8049 0.265 0.011 0.237
H -3.1883 -2.3184 4.1336 -0.026 0.110 0.111
H -4.2164 -1.4330 5.2727 0.145 0.046 -0.127
H -2.7776 -3.4175 6.2769 0.149 0.187 0.046
H -2.6715 -1.8610 7.1146 -0.026 -0.069 -0.128
H -0.6949 -3.0939 5.1735 0.023 0.332 0.026
H -0.3513 -2.1959 6.6787 -0.010 0.074 -0.363

=====

# 3
50
Properties=species:S:1:pos:R:3:forces:R:3 method="wB97M-V/def2-TZVPD" smiles="CCCCCOc1ccc(C(=O)CCC(=O)N2CCCC2)cc1" e_homo_ha=-0.32065 e_lumo_ev=0.43 homo_lumo_gap_ha=0.336 relative_energy_ev=1.457
C 6.0802 -0.6609 1.6539 -0.208 -0.077 -0.094
C 4.6127 -1.0708 1.6515 0.225 0.129 0.246
C 4.0872 -1.2761 3.0703 -0.196 -0.170 -0.284
C 2.6367 -1.7562 3.1201 0.010 0.407 -0.086
C 1.6290 -0.7224 2.6221 -0.079 -0.219 0.495
O 1.6227 -0.7399 1.2072 0.013 -0.039 -0.294
C 0.8420 0.1326 0.5353 -0.108 0.146 -0.327
C -0.0211 1.0581 1.1216 0.201 -0.156 0.266
C -0.7750 1.8889 0.3198 -0.059 0.054 -0.288
C -0.7107 1.8275 -1.0739 0.224 -0.073 0.603
C -1.5964 2.7366 -1.8305 -0.031 0.270 -0.337
O -2.1984 3.6350 -1.2735 -0.030 -0.093 -0.058
C -1.8053 2.4837 -3.3100 -0.195 0.154 0.006
C -2.9176 1.4378 -3.5137 0.203 -0.078 -0.060
C -2.4661 0.0792 -3.0020 -0.471 0.124 -0.074
O -1.6724 -0.5998 -3.6318 0.320 -0.072 -0.324
N -2.9591 -0.3370 -1.8212 0.021 -0.246 0.116
C -3.9029 0.3422 -0.9513 -0.366 0.435 0.104
C -4.0874 -0.6142 0.2295 0.096 0.026 -0.014
C -2.7738 -1.3919 0.2601 -0.087 -0.005 -0.116
C -2.4700 -1.5679 -1.2212 0.305 -0.317 -0.015
C 0.1714 0.9100 -1.6522 -0.090 0.161 0.083
C 0.9293 0.0795 -0.8606 0.156 -0.146 0.276
H 6.4388 -0.5192 0.6373 0.121 0.039 -0.064
H 6.6912 -1.4253 2.1298 0.120 -0.050 0.049
H 6.2164 0.2716 2.1980 0.069 0.100 0.052
H 4.4938 -1.9989 1.0890 -0.091 -0.009 -0.078
H 4.0240 -0.3041 1.1477 -0.034 -0.058 -0.069
H 4.7116 -2.0187 3.5732 0.069 0.042 0.061
H 4.1761 -0.3408 3.6291 0.051 0.024 0.085
H 2.5262 -2.6567 2.5140 -0.072 -0.102 0.052
H 2.3808 -2.0049 4.1519 -0.077 -0.045 -0.015
H 0.6255 -0.9731 2.9949 0.084 0.109 -0.072
H 1.8999 0.2767 2.9887 -0.061 -0.037 -0.042
H -0.1114 1.1340 2.1941 0.017 -0.018 0.085
H -1.4461 2.6077 0.7677 -0.043 0.046 0.016
H -2.1243 3.4226 -3.7672 0.098 -0.049 0.079
H -0.8945 2.1399 -3.7962 0.004 -0.009 -0.042
H -3.0960 1.3368 -4.5861 -0.036 -0.061 0.107
H -3.8326 1.7769 -3.0320 -0.021 0.040 -0.021
H -3.4959 1.3008 -0.6148 -0.097 -0.013 0.003
H -4.8502 0.5271 -1.4666 0.073 0.066 0.072
H -4.9162 -1.2957 0.0341 -0.045 0.001 0.013
H -4.2868 -0.0812 1.1566 -0.083 0.022 0.009
H -1.9930 -0.7932 0.7302 0.032 -0.022 0.006
H -2.8579 -2.3418 0.7832 0.044 -0.033 0.040
H -3.0082 -2.4263 -1.6399 0.096 -0.014 0.019
H -1.4084 -1.6833 -1.4452 -0.111 -0.056 0.008
H 0.2733 0.8292 -2.7216 -0.044 -0.037 -0.106
H 1.6089 -0.6339 -1.2994 0.081 -0.088 -0.067

=====

# 4
35
Properties=species:S:1:pos:R:3:forces:R:3 method="wB97M-V/def2-TZVPD" e_homo_ha=-0.39921 e_lumo_ev=-4.46 charge=+1 homo_lumo_gap_ha=0.235
C -0.2341 -3.1370 2.1199 -0.937 -0.740 -1.036
B -0.5552 -4.2744 1.0622 3.244 0.459 2.210
O 0.3873 -5.2453 0.7903 -1.931 1.078 -0.191
S -2.2469 -4.1913 0.1942 -0.739 -0.576 -3.000
P -3.8115 -4.2720 1.7064 -1.987 -0.461 2.684
N -5.2162 -3.5591 1.0037 1.947 -0.761 -0.398
O -4.1949 -5.8978 1.7385 0.490 1.812 -1.171
H 0.3401 -2.3650 1.5550 -0.467 -0.046 0.251
H 0.3983 -3.4845 2.9392 -0.121 -0.046 -0.096
H -1.1974 -2.7422 2.4644 0.525 0.447 0.256
H 0.9208 -5.0516 0.0176 0.332 -0.408 -0.427
H -2.2513 -2.9280 -0.3541 0.054 -0.454 0.719
H -5.6759 -3.0340 1.7359 -0.088 0.222 0.006
H -5.0276 -2.9780 0.1978 -0.441 0.068 -0.184
H -4.0842 -6.1592 2.6552 0.173 -0.375 0.359
C 2.7150 0.1066 1.7614 -0.059 -0.122 0.039
S 1.4171 0.9120 0.8062 0.204 0.166 -0.114
O 0.4004 -0.1378 0.4692 0.084 -0.315 0.026
C 2.4116 1.1897 -0.6648 -0.037 -0.267 -0.058
H 2.2976 -0.1920 2.7220 -0.038 0.059 -0.016
H 3.0741 -0.7745 1.2281 -0.024 0.037 -0.061
H 3.5320 0.8087 1.9240 -0.032 0.029 -0.012
H 2.7893 0.2367 -1.0391 -0.043 -0.056 0.120
H 3.2371 1.8568 -0.4228 -0.089 0.098 0.000
H 1.7844 1.6574 -1.4182 0.000 0.123 0.097
C 0.9856 4.9909 -3.8171 -0.050 -0.064 -0.016
S 1.9035 5.3376 -2.3067 -0.011 0.025 0.006
O 2.2299 4.0225 -1.6773 -0.183 0.114 -0.089
C 0.5118 6.0307 -1.3972 -0.062 -0.038 0.032
H 1.6610 4.5100 -4.5220 0.056 0.026 0.057
H 0.1506 4.3250 -3.5978 0.026 0.006 0.067
H 0.6227 5.9263 -4.2428 0.037 0.017 0.022
H -0.2921 5.2967 -1.3358 0.049 -0.042 -0.033
H 0.1640 6.9327 -1.9005 0.046 0.002 -0.014
H 0.8529 6.2832 -0.3952 0.074 -0.018 -0.035

=====

# 5
19
Properties=species:S:1:pos:R:3:forces:R:3 method="wB97M-V/def2-TZVPD" smiles=CCC.CC e_homo_ha=-0.40657 e_lumo_ev=1.05 homo_lumo_gap_ha=0.445 relative_energy_ev=1.347
C 0.4238 1.5988 -1.9359 1.838 1.849 -0.671
C 1.3553 1.4025 -0.7304 -1.472 -0.786 2.151
C 0.7030 1.7233 0.6766 0.357 -3.095 0.468
H 1.1132 1.9313 -2.8131 -1.318 0.333 1.454
H -0.3561 2.3498 -1.6292 0.743 -0.610 -0.899
H 0.0088 0.7714 -2.4372 -0.998 -1.474 0.314
H 1.7982 0.4080 -0.5626 -0.059 0.242 -0.767
H 2.1280 2.1131 -0.7870 1.247 0.742 -0.405
H 1.4420 1.7115 1.4891 0.476 1.181 -0.508
H 0.0579 2.5735 0.6658 -0.337 0.569 0.235
H 0.2067 0.8100 1.1546 -0.492 1.021 -1.370
C -1.0288 -2.5782 0.2772 0.466 -1.093 -1.656
C -1.3681 -2.0169 1.5818 0.671 1.774 2.473
H -0.0029 -3.0466 0.2834 -1.465 -0.616 -0.001
H -1.9260 -3.1496 -0.1570 1.813 0.384 0.420
H -0.8100 -1.7565 -0.3739 -0.276 0.604 -0.777
H -1.9517 -1.0737 1.4788 -0.164 -0.953 0.358
H -0.4756 -1.6955 2.1645 -0.074 0.105 -0.706
H -1.7434 -2.7237 2.3085 -0.957 -0.177 -0.116

=====

# 6
16
Properties=species:S:1:pos:R:3:forces:R:3 method="wB97M-V/def2-TZVPD" smiles="CC(C)([N+](=O)[O-])P(=O)([O-])[O-]" e_homo_ha=0.00262 e_lumo_ev=6.60 charge=-2 homo_lumo_gap_ha=0.240 relative_energy_ev=4.016
C 0.2213 0.1307 -1.1774 -3.797 2.791 -1.841
C -0.5745 0.5476 0.0542 -0.179 -0.206 -0.640
C 0.0859 0.0262 1.3252 -1.541 4.249 -0.796
N -0.7625 1.9889 -0.0071 -0.058 -1.164 -0.865
O -1.0013 2.5022 -1.1186 0.277 0.257 1.123
O -0.7205 2.6104 1.0375 -0.125 1.181 0.571
P -2.4499 -0.4336 0.0035 -0.751 0.662 1.127
O -3.1907 -0.0339 1.2972 1.275 -0.363 -0.812
O -1.7762 -1.7806 -0.0389 -0.002 -0.740 0.150
O -3.1387 0.0321 -1.2414 0.134 0.206 -0.687
H 1.1889 0.5341 -1.2681 1.536 0.809 0.210
H -0.4259 0.5317 -2.0894 1.516 -1.309 1.612
H 0.2389 -0.8856 -1.1178 0.092 -2.960 -0.350
H -0.5281 0.4009 2.1216 0.250 0.838 0.839
H 1.0884 0.3713 1.2937 1.295 -0.074 0.683
H -0.1415 -0.9417 1.4091 0.076 -4.179 -0.325

=====

Copy entry 4 word for word.
35
Properties=species:S:1:pos:R:3:forces:R:3 method="wB97M-V/def2-TZVPD" e_homo_ha=-0.39921 e_lumo_ev=-4.46 charge=+1 homo_lumo_gap_ha=0.235
C -0.2341 -3.1370 2.1199 -0.937 -0.740 -1.036
B -0.5552 -4.2744 1.0622 3.244 0.459 2.210
O 0.3873 -5.2453 0.7903 -1.931 1.078 -0.191
S -2.2469 -4.1913 0.1942 -0.739 -0.576 -3.000
P -3.8115 -4.2720 1.7064 -1.987 -0.461 2.684
N -5.2162 -3.5591 1.0037 1.947 -0.761 -0.398
O -4.1949 -5.8978 1.7385 0.490 1.812 -1.171
H 0.3401 -2.3650 1.5550 -0.467 -0.046 0.251
H 0.3983 -3.4845 2.9392 -0.121 -0.046 -0.096
H -1.1974 -2.7422 2.4644 0.525 0.447 0.256
H 0.9208 -5.0516 0.0176 0.332 -0.408 -0.427
H -2.2513 -2.9280 -0.3541 0.054 -0.454 0.719
H -5.6759 -3.0340 1.7359 -0.088 0.222 0.006
H -5.0276 -2.9780 0.1978 -0.441 0.068 -0.184
H -4.0842 -6.1592 2.6552 0.173 -0.375 0.359
C 2.7150 0.1066 1.7614 -0.059 -0.122 0.039
S 1.4171 0.9120 0.8062 0.204 0.166 -0.114
O 0.4004 -0.1378 0.4692 0.084 -0.315 0.026
C 2.4116 1.1897 -0.6648 -0.037 -0.267 -0.058
H 2.2976 -0.1920 2.7220 -0.038 0.059 -0.016
H 3.0741 -0.7745 1.2281 -0.024 0.037 -0.061
H 3.5320 0.8087 1.9240 -0.032 0.029 -0.012
H 2.7893 0.2367 -1.0391 -0.043 -0.056 0.120
H 3.2371 1.8568 -0.4228 -0.089 0.098 0.000
H 1.7844 1.6574 -1.4182 0.000 0.123 0.097
C 0.9856 4.9909 -3.8171 -0.050 -0.064 -0.016
S 1.9035 5.3376 -2.3067 -0.011 0.025 0.006
O 2.2299 4.0225 -1.6773 -0.183 0.114 -0.089
C 0.5118 6.0307 -1.3972 -0.062 -0.038 0.032
H 1.6610 4.5100 -4.5220 0.056 0.026 0.057
H 0.1506 4.3250 -3.5978 0.026 0.006 0.067
H 0.6227 5.9263 -4.2428 0.037 0.017 0.022
H -0.2921 5.2967 -1.3358 0.049 -0.042 -0.033
H 0.1640 6.9327 -1.9005 0.046 0.002 -0.014
H 0.8529 6.2832 -0.3952 0.074 -0.018 -0.035